{"formula": "C76H168N3O4P3", "method": "the ωB97M-V functional and the def2-TZVPD basis", "species": ["C", "C", "C", "C", "P", "C", "C", "C", "C", "C", "C", "C", "C", "C", "C", "C", "C", "H", "H", "H", "H", "H", "H", "H", "H", "H", "H", "H", "H", "H", "H", "H", "H", "H", "H", "H", "H", "H", "H", "H", "H", "H", "H", "H", "H", "H", "H", "H", "H", "H", "H", "H", "H", "C", "C", "C", "C", "P", "C", "C", "C", "C", "C", "C", "C", "C", "C", "C", "C", "C", "H", "H", "H", "H", "H", "H", "H", "H", "H", "H", "H", "H", "H", "H", "H", "H", "H", "H", "H", "H", "H", "H", "H", "H", "H", "H", "H", "H", "H", "H", "H", "H", "H", "H", "H", "H", "C", "C", "C", "C", "P", "C", "C", "C", "C", "C", "C", "C", "C", "C", "C", "C", "C", "H", "H", "H", "H", "H", "H", "H", "H", "H", "H", "H", "H", "H", "H", "H", "H", "H", "H", "H", "H", "H", "H", "H", "H", "H", "H", "H", "H", "H", "H", "H", "H", "H", "H", "H", "H", "C", "C", "C", "N", "C", "C", "C", "C", "C", "H", "H", "H", "H", "H", "H", "H", "H", "H", "H", "H", "H", "H", "H", "H", "H", "H", "H", "C", "C", "C", "N", "C", "C", "C", "C", "C", "H", "H", "H", "H", "H", "H", "H", "H", "H", "H", "H", "H", "H", "H", "H", "H", "H", "H", "C", "C", "C", "N", "C", "C", "C", "C", "C", "H", "H", "H", "H", "H", "H", "H", "H", "H", "H", "H", "H", "H", "H", "H", "H", "H", "H", "C", "C", "O", "O", "H", "H", "H", "C", "C", "O", "O", "H", "H", "H"], "coordinates": [[-0.278, -8.521, 7.124], [-0.122, -7.086, 6.796], [-1.264, -6.297, 7.368], [-1.195, -4.788, 7.106], [-1.411, -4.281, 5.386], [0.136, -4.139, 4.494], [1.454, -4.214, 5.334], [2.607, -3.549, 4.652], [2.949, -4.137, 3.277], [-2.559, -5.373, 4.516], [-2.836, -5.049, 3.039], [-4.226, -5.674, 2.567], [-4.630, -5.329, 1.116], [-2.131, -2.657, 5.555], [-1.010, -1.733, 6.254], [-1.202, -0.238, 6.047], [0.123, 0.524, 6.208], [-1.088, -8.920, 6.607], [-0.322, -8.648, 8.183], [0.624, -9.061, 6.876], [0.061, -6.929, 5.745], [0.791, -6.739, 7.310], [-1.159, -6.372, 8.497], [-2.169, -6.776, 7.056], [-0.300, -4.378, 7.497], [-2.011, -4.338, 7.658], [0.096, -3.182, 3.908], [0.107, -4.969, 3.766], [1.692, -5.267, 5.496], [1.300, -3.761, 6.371], [3.511, -3.574, 5.286], [2.429, -2.485, 4.368], [2.087, -3.804, 2.580], [3.031, -5.285, 3.383], [3.830, -3.675, 2.785], [-3.525, -5.404, 5.034], [-2.214, -6.381, 4.717], [-2.033, -5.435, 2.454], [-2.798, -3.956, 2.906], [-5.016, -5.246, 3.196], [-4.220, -6.749, 2.783], [-5.717, -5.564, 1.003], [-3.997, -5.769, 0.331], [-4.562, -4.293, 0.960], [-3.079, -2.641, 6.133], [-2.398, -2.290, 4.581], [-0.057, -1.895, 5.856], [-1.026, -1.885, 7.317], [-2.015, 0.120, 6.727], [-1.660, -0.090, 5.109], [0.909, -0.024, 5.706], [0.420, 0.842, 7.202], [0.004, 1.448, 5.628], [-5.757, -2.558, -5.624], [-6.937, -3.442, -5.094], [-6.302, -4.733, -4.509], [-7.448, -5.792, -3.946], [-7.265, -7.499, -4.541], [-7.426, -7.330, -6.328], [-7.593, -8.737, -6.960], [-8.059, -8.662, -8.426], [-8.917, -9.831, -8.780], [-5.557, -8.072, -4.102], [-4.788, -7.396, -2.983], [-3.424, -7.983, -2.825], [-2.451, -7.192, -1.911], [-8.518, -8.588, -3.882], [-8.539, -8.683, -2.395], [-9.658, -9.677, -2.036], [-9.958, -9.709, -0.484], [-5.152, -3.064, -6.401], [-5.202, -2.237, -4.770], [-6.211, -1.683, -6.003], [-7.567, -3.666, -5.964], [-7.480, -2.937, -4.316], [-5.719, -4.448, -3.629], [-5.656, -5.295, -5.217], [-8.497, -5.551, -4.246], [-7.469, -5.742, -2.879], [-6.596, -6.779, -6.760], [-8.323, -6.794, -6.532], [-8.379, -9.335, -6.389], [-6.689, -9.345, -6.861], [-7.149, -8.637, -9.059], [-8.514, -7.629, -8.669], [-8.467, -10.833, -8.631], [-9.208, -9.653, -9.798], [-9.808, -9.869, -8.155], [-4.930, -7.948, -4.978], [-5.633, -9.154, -3.991], [-5.358, -7.337, -2.067], [-4.737, -6.364, -3.165], [-2.989, -8.027, -3.807], [-3.492, -9.011, -2.484], [-1.401, -7.493, -2.108], [-2.668, -7.469, -0.863], [-2.685, -6.175, -2.013], [-8.299, -9.567, -4.266], [-9.465, -8.187, -4.276], [-8.822, -7.705, -1.888], [-7.564, -9.110, -2.028], [-9.301, -10.648, -2.258], [-10.581, -9.550, -2.545], [-10.707, -10.526, -0.345], [-10.474, -8.833, -0.105], [-9.046, -10.065, 0.098], [1.152, 10.540, -1.437], [1.580, 9.271, -0.862], [0.487, 8.593, -0.037], [1.006, 7.266, 0.501], [-0.338, 6.111, 1.110], [-1.418, 5.543, -0.183], [-0.802, 5.523, -1.582], [-1.926, 5.241, -2.692], [-2.672, 6.468, -3.191], [0.351, 4.542, 1.738], [1.246, 4.607, 2.891], [0.488, 4.324, 4.244], [1.371, 4.218, 5.577], [-1.225, 6.859, 2.546], [-1.761, 8.283, 2.333], [-1.031, 9.300, 3.194], [-1.101, 10.731, 2.823], [1.968, 11.044, -2.030], [0.882, 11.236, -0.637], [0.254, 10.447, -2.070], [2.459, 9.442, -0.174], [2.043, 8.472, -1.496], [-0.487, 8.450, -0.507], [0.168, 9.239, 0.750], [1.694, 7.437, 1.296], [1.610, 6.806, -0.276], [-2.310, 6.139, -0.206], [-1.712, 4.546, 0.210], [-0.075, 4.715, -1.569], [-0.307, 6.446, -1.895], [-2.692, 4.494, -2.432], [-1.464, 4.734, -3.586], [-1.997, 7.237, -3.659], [-3.043, 7.108, -2.385], [-3.388, 6.146, -3.879], [0.854, 4.167, 0.882], [-0.589, 3.972, 1.916], [1.831, 5.555, 2.846], [2.011, 3.875, 2.702], [0.096, 3.242, 4.137], [-0.394, 4.972, 4.420], [1.961, 5.048, 5.667], [2.099, 3.395, 5.498], [0.787, 4.066, 6.484], [-0.647, 6.859, 3.453], [-2.086, 6.184, 2.825], [-2.879, 8.307, 2.529], [-1.764, 8.605, 1.307], [0.009, 9.035, 3.170], [-1.221, 9.139, 4.208], [-0.666, 10.932, 1.847], [-0.714, 11.342, 3.585], [-2.123, 11.006, 2.821], [6.835, 5.302, -3.174], [7.080, 5.301, -1.647], [6.110, 6.303, -1.114], [5.985, 6.548, 0.447], [7.064, 7.286, 1.054], [5.793, 5.270, 1.188], [5.133, 5.607, 2.497], [4.373, 6.985, 2.177], [4.674, 7.179, 0.669], [5.928, 4.693, -3.343], [7.666, 5.032, -3.807], [6.600, 6.320, -3.500], [8.105, 5.603, -1.519], [7.033, 4.309, -1.227], [5.007, 6.167, -1.419], [6.303, 7.303, -1.518], [7.947, 6.662, 0.942], [6.907, 7.475, 2.146], [7.149, 8.290, 0.543], [6.724, 4.709, 1.371], [5.100, 4.632, 0.546], [5.905, 5.817, 3.310], [4.425, 4.844, 2.760], [4.724, 7.838, 2.835], [3.323, 6.842, 2.255], [4.724, 8.144, 0.257], [3.897, 6.568, 0.184], [1.170, 1.148, -1.243], [1.473, 1.524, 0.142], [2.395, 0.455, 0.753], [2.882, 0.751, 2.130], [1.809, 0.893, 3.161], [3.925, 1.795, 2.112], [5.145, 1.145, 1.542], [5.137, -0.336, 2.035], [3.728, -0.472, 2.639], [2.090, 1.068, -1.775], [0.513, 1.862, -1.719], [0.655, 0.155, -1.253], [0.501, 1.529, 0.681], [1.937, 2.529, 0.169], [3.328, 0.374, 0.186], [1.833, -0.487, 0.778], [2.163, 1.012, 4.216], [1.105, 0.069, 3.059], [1.228, 1.835, 2.913], [4.180, 2.012, 3.135], [3.653, 2.734, 1.510], [6.076, 1.707, 1.959], [5.329, 1.219, 0.508], [5.897, -0.565, 2.847], [5.262, -1.022, 1.212], [3.612, -0.348, 3.676], [3.177, -1.345, 2.316], [9.075, 1.963, -2.404], [7.713, 1.935, -3.116], [7.808, 1.329, -4.495], [6.510, 1.005, -5.242], [6.883, 0.544, -6.599], [5.530, 2.216, -5.303], [4.174, 1.617, -5.550], [4.269, 0.118, -5.182], [5.645, -0.022, -4.577], [9.794, 2.659, -2.771], [9.532, 0.975, -2.220], [8.772, 2.353, -1.393], [7.294, 2.914, -3.117], [6.985, 1.333, -2.489], [8.340, 0.397, -4.456], [8.442, 1.900, -5.121], [6.092, -0.083, -7.019], [7.804, -0.043, -6.483], [7.178, 1.405, -7.156], [5.918, 2.874, -6.081], [5.617, 2.713, -4.322], [3.878, 1.788, -6.586], [3.445, 2.216, -4.889], [4.162, -0.596, -5.977], [3.571, -0.161, -4.422], [6.198, -0.975, -4.714], [5.650, 0.190, -3.509], [3.041, 4.492, -2.591], [3.433, 4.116, -1.178], [2.892, 4.647, -0.149], [4.425, 3.356, -1.085], [3.691, 3.873, -3.240], [3.127, 5.542, -2.747], [2.038, 4.137, -2.800], [-1.944, -0.172, 1.139], [-0.834, -1.024, 1.840], [-0.989, -1.327, 3.058], [0.158, -1.285, 1.132], [-1.528, 0.297, 0.279], [-2.428, 0.534, 1.808], [-2.756, -0.821, 0.743]], "e_homo_ev": -14.52, "spin_multiplicity": 1, "lumo_ev": -5.9, "homo_lumo_gap_ev": 8.6, "total_charge": 4, "total_energy_ha": -4484.61637}